No. 1
The following is a DFT calculation (the ωB97M-V functional and the def2-TZVPD basis) of 5 unconnected molecules or ions with the total composition C12H35NO9 at a distorted geometry.

Properties
Energy above the lowest of the compared OMol25 structures with the same formula, charge and spin   36.9 kcal per mole
E   -1209.96017 Ha
Structure (SMILES)   COCCNCCOC.OCCO.OCCO.OCCO.O

XYZ file:
```
57
Properties=species:S:1:pos:R:3:mulliken_charge:R:1
H -1.194 0.070 -0.978 0.302
C -0.268 3.738 -3.304 -0.854
H -0.099 4.130 -0.357 0.153
H -3.711 -1.898 5.087 0.233
H 0.590 1.739 -1.845 0.304
H 1.601 4.207 -0.629 0.296
H -0.396 -1.799 -5.181 0.288
H 2.240 -2.699 1.642 0.335
H -1.034 -3.189 4.592 0.298
H -1.446 -2.333 6.075 0.354
H 1.425 -2.993 -2.442 0.275
H -1.109 2.251 -1.389 0.455
H 1.806 4.020 1.915 0.278
H 0.212 -0.241 -3.566 0.354
H -0.775 -2.362 -1.741 0.366
H 0.311 -4.009 -3.114 0.419
C -0.474 -1.983 -2.718 -0.977
H -0.969 4.328 -2.713 0.354
C 0.396 -2.462 -5.531 -0.639
H -0.163 4.349 -4.200 0.371
C -3.097 -2.700 4.677 -0.338
H -0.629 0.104 2.958 0.381
C 0.837 4.427 0.117 -0.374
C 1.000 3.569 1.336 0.131
H 0.602 4.020 -2.710 0.267
H 1.684 -2.538 3.971 0.287
C 2.192 -0.697 1.184 -0.373
H -0.382 2.584 2.020 0.462
O -0.847 0.704 2.244 -0.615
O -0.202 3.526 2.045 -0.544
H -3.489 -3.665 4.996 0.327
H -0.228 -1.520 3.955 0.486
C 0.632 -2.970 -3.190 -0.496
C -0.929 0.298 -2.010 -0.745
H -0.093 -3.429 -5.643 0.296
H 1.031 2.543 0.968 -0.162
H -0.531 0.263 1.456 0.334
O 0.960 -1.057 0.548 -0.434
O 1.289 -2.613 -4.441 -0.375
O -1.125 -1.288 4.207 -0.704
O -3.259 -2.467 3.244 -0.539
H 0.951 -2.222 -6.438 0.223
O -0.636 2.337 -3.384 -0.415
H 0.186 6.108 0.701 0.347
O 1.621 -1.815 3.343 -0.542
H -1.894 0.182 -2.505 0.456
C -0.470 1.730 -2.101 -0.406
H -1.295 -2.108 -3.424 0.508
H 2.137 0.259 1.706 0.236
O 1.029 5.798 0.364 -0.572
H 2.973 -0.579 0.433 0.515
N 0.055 -0.576 -2.627 -0.260
C 2.486 -1.824 2.243 -0.657
H 3.530 -1.745 2.546 0.357
H -2.455 -1.999 3.007 0.374
H 1.075 -1.106 -0.404 0.130
C -1.652 -2.393 5.006 -0.532
```

---

No. 2
The following is a DFT calculation (the ωB97M-V functional and the def2-TZVPD basis) of a molecular structure, C12H36As3F18O11Tl at a distorted geometry.

Properties
E   -9983.83986 Ha

XYZ file:
```
81
Properties=species:S:1:pos:R:3:mulliken_charge:R:1
H -16.515 1.800 -5.477 0.178
O -12.924 2.302 -11.301 -0.347
H -21.091 -0.286 -11.337 0.304
F -14.958 3.850 -4.579 -0.506
H -16.777 4.121 -12.863 0.531
C -17.297 4.879 -8.037 -0.677
H -17.371 5.374 -9.006 0.294
H -13.369 -2.386 -13.122 0.529
C -21.200 0.757 -11.040 -1.419
H -15.205 3.681 -12.730 0.299
H -17.705 5.601 -7.329 0.516
H -11.320 0.377 -10.076 0.006
H -19.222 3.865 -8.381 0.490
F -15.263 6.275 -11.128 -0.626
F -11.758 4.696 -6.027 -0.496
C -14.012 -1.891 -12.395 -0.812
H -12.916 2.257 -12.260 0.180
H -11.249 1.611 -7.914 0.181
Tl -14.782 2.030 -8.992 2.549
F -16.736 -1.360 -10.907 -0.462
F -16.705 -0.186 -8.604 -0.495
O -13.692 -0.162 -7.176 -0.383
O -15.959 4.513 -7.758 -0.129
F -13.647 4.644 -9.818 -0.366
H -13.629 -0.847 -5.159 0.505
H -22.129 0.894 -10.488 0.327
H -21.382 1.317 -11.958 0.428
F -17.657 -3.429 -9.811 -0.469
C -15.474 0.128 -5.500 -0.416
H -14.497 -2.773 -11.976 0.338
F -13.938 7.107 -9.026 -0.453
F -18.888 -1.223 -9.352 -0.631
O -14.947 -1.068 -13.064 -0.475
F -17.478 -2.326 -7.532 -0.482
F -13.190 7.977 -11.273 -0.487
C -13.161 -1.098 -11.379 -0.600
H -15.657 5.329 -7.352 0.101
C -11.135 1.415 -9.801 -0.418
F -13.060 5.404 -3.916 -0.491
H -15.255 -1.540 -13.842 0.244
H -15.668 0.263 -12.220 0.001
H -20.154 2.496 -10.227 0.381
H -12.282 -1.695 -11.134 0.496
C -13.984 -0.029 -5.787 -0.490
O -15.998 1.337 -6.141 -0.369
F -13.102 5.528 -12.115 -0.480
O -16.290 3.799 -11.029 -0.103
O -17.790 2.473 -8.685 0.005
C -20.052 1.416 -10.338 0.009
H -17.666 1.759 -12.499 0.239
As -13.322 4.246 -5.256 1.948
O -15.842 1.062 -11.718 0.034
O -11.867 1.733 -8.638 -0.329
F -12.538 2.960 -4.359 -0.482
C -16.177 3.376 -12.340 -0.701
C -18.213 3.661 -8.023 -0.659
F -13.667 3.194 -6.649 -0.447
H -19.080 1.068 -10.690 0.125
H -13.449 0.875 -5.496 0.081
As -13.526 6.328 -10.578 1.954
H -15.941 -0.709 -6.018 0.078
F -11.816 6.195 -10.142 -0.477
H -18.466 3.422 -6.990 0.372
C -16.591 1.929 -12.561 -0.627
H -16.361 1.731 -13.608 0.435
H -13.345 -1.049 -7.299 0.202
O -13.936 -0.689 -10.271 0.178
F -15.469 -2.394 -8.972 -0.644
As -17.151 -1.839 -9.208 2.037
H -14.207 -1.507 -9.848 0.032
C -11.574 2.420 -10.909 -0.674
F -14.210 5.560 -6.106 -0.565
O -20.209 0.879 -9.061 -0.722
H -12.824 -0.204 -11.904 0.121
H -11.349 3.482 -10.808 0.300
H -18.582 1.933 -8.728 0.025
H -15.686 0.137 -4.430 0.540
H -10.963 2.051 -11.733 0.460
H -16.071 4.733 -11.066 0.203
H -19.782 0.019 -9.069 0.629
H -10.066 1.542 -9.633 0.520
```

---

No. 3
The following is a DFT calculation (the ωB97M-V functional and the def2-TZVPD basis) of a molecular structure, C12H36F6K3N3O28P4S6 at a distorted geometry.

Properties
Energy above the lowest of the compared OMol25 structures with the same formula, charge and spin   708.1 kcal per mole
E   -8902.28373 Ha

XYZ file:
```
98
Properties=species:S:1:pos:R:3:mulliken_charge:R:1
O 1.766 -0.985 -4.196 -0.149
O -5.389 -0.320 0.857 -0.483
P 1.186 -1.142 -2.694 0.629
C 3.345 0.371 2.141 0.038
O 2.318 -2.726 2.612 -0.212
F -0.587 0.564 -0.719 1.061
H 2.246 -1.306 0.459 0.649
H -0.182 3.260 -1.229 0.386
S -1.768 -2.845 0.151 1.104
H 0.283 -3.363 2.828 0.340
F -4.703 -1.920 -4.052 -0.272
H -0.971 3.823 0.471 0.589
O -1.756 -2.901 1.612 -0.505
S -4.982 -0.503 -3.331 0.814
H 3.854 -1.063 -3.584 0.360
O -0.863 -3.792 -0.562 -0.736
H -2.458 3.223 -4.655 0.095
C 0.307 2.067 5.190 -0.740
H 3.314 0.293 -4.587 0.471
H 2.806 -3.515 -2.088 0.360
C -0.347 2.208 -1.463 -1.531
H -0.368 2.295 0.003 0.015
C 2.318 -0.498 -0.269 -2.170
H -0.469 2.805 4.987 0.366
N -3.556 -0.478 -2.428 0.124
H 0.575 2.284 6.224 0.349
F -3.236 -3.431 -0.205 -0.319
O 3.948 -0.671 2.947 -0.588
C 3.753 -4.102 4.767 -0.637
O -4.913 -3.155 3.301 -0.590
H 2.563 3.559 2.521 0.330
C 2.661 2.223 -3.350 0.157
K -2.029 0.349 3.260 1.053
O -3.764 -2.395 1.195 -0.775
H 4.349 -4.252 5.667 0.263
H 1.420 0.117 -0.209 0.769
O -1.335 0.110 1.515 0.036
O 1.564 3.171 -3.534 -0.458
P 0.126 2.773 -4.092 0.822
H 3.482 -1.291 -5.304 0.334
K -1.713 -1.354 -2.553 1.025
H 2.188 -3.952 -3.630 0.337
P 3.069 -1.802 3.714 0.765
O 2.517 -0.906 -1.645 -0.187
N -2.044 -1.557 -0.488 0.064
H 2.694 1.080 2.651 0.231
H 3.014 3.219 0.951 0.215
N -3.906 -0.823 3.158 0.071
H 0.823 -2.841 1.242 0.013
O -0.173 2.908 2.127 -0.460
C -1.977 4.190 -4.506 -0.511
H 3.094 0.252 -0.115 0.481
H 2.847 2.013 -2.297 0.052
H 4.260 0.745 1.682 0.287
C 1.879 -3.776 -2.600 -0.942
C 3.183 -0.772 -4.393 -0.991
F -5.278 1.289 2.681 -0.321
S -4.065 -2.229 2.645 0.608
O 0.500 -1.190 0.468 -0.529
C 2.921 2.725 1.918 -1.040
O 0.848 -2.720 -2.683 -0.103
H 1.477 -4.682 -2.146 0.272
H -1.774 2.401 1.002 0.178
H 2.720 -0.252 1.501 0.591
P 0.622 1.625 2.640 0.450
H 4.182 -4.885 4.142 0.247
O -5.314 0.427 -4.474 -0.507
O 4.176 -2.893 4.237 -0.398
H -2.634 4.676 -3.784 0.325
F -2.670 -2.557 3.317 -0.437
O 1.982 1.613 1.734 -0.101
O 2.219 -1.322 4.782 -0.663
S -0.818 -0.637 0.369 0.942
S -3.240 1.064 -2.560 0.988
H 3.809 2.272 2.359 0.617
C -0.779 2.824 0.863 -0.734
O -4.130 2.096 -2.025 -0.809
H 3.506 2.590 -3.933 0.614
O -5.963 -0.749 -2.325 -0.578
F -2.163 1.057 -1.383 -0.088
H -0.146 1.082 5.300 0.147
O 0.087 2.081 -5.390 -0.787
O -0.631 4.185 -3.972 -0.352
H 0.548 1.722 -1.076 0.545
C 0.871 -2.608 2.306 -0.041
H 2.676 -4.159 4.925 0.287
K -4.035 -1.163 -0.483 0.799
O -0.547 1.949 -2.877 1.078
H -1.187 1.656 -1.043 0.695
O 1.202 2.097 4.092 -0.338
H 0.550 -1.629 2.660 -0.088
O -6.562 -0.499 3.073 -0.591
O -2.505 1.467 -3.719 -0.924
H -2.116 4.662 -5.479 0.344
S -5.303 -0.287 2.337 1.102
H 2.744 1.208 -3.740 -0.658
O 0.095 -0.095 -2.387 -1.762
O -0.136 0.319 2.675 -0.781
```

---

no.,HOMO energy (eV),LUMO (eV)
1,-9.48,0.27
2,-10.46,-7.36
3,-9.95,-4.73